[1]
One molecule with the formula C3H5N2PS. Source: the OMol25 dataset; level of theory: ωB97M-V/def2-TZVPD.

ORCA input file:
```
! RIJCOSX wB97M-V def2-TZVPD def2/J DEFGRID3
* xyz 0 1
H -0.88481 -0.08031 -0.03051
P 2.10731 -0.63611 1.21975
N 2.36665 1.33951 -2.54655
C -0.73688 0.30316 -0.99388
H 1.34689 -1.73822 0.88662
C 1.89092 0.11033 -0.37014
N 1.15733 1.09772 -2.34552
C 0.71164 0.50033 -1.27931
H -1.42208 1.03558 -1.31799
S 3.29368 0.73773 -1.23117
H 1.31538 0.21765 2.03549
H -1.00034 -0.50786 -1.65888
*
```

For the energy above the lowest of the compared OMol25 structures with the same formula, charge and spin, the calculation gives 150.5 kJ/mol. The value obtained for the HOMO-LUMO gap is 8.97 eV. The SMILES is Cc1nnsc1P. The calculated total energy comes out at -26293.800 eV.

Results of the Löwdin charge analysis, in e, for atoms 1 through 2: H 0.05; P 0.75



[2]
A 3-piece molecular cluster, C3H11NO3 overall. Source: the OMol25 dataset; level of theory: ωB97M-V/def2-TZVPD.

ORCA input file:
```
! RIJCOSX wB97M-V def2-TZVPD def2/J DEFGRID3
* xyz 0 1
H 0.18125 -1.83601 2.78291
H -0.63336 -3.43195 -0.54105
N -0.18558 -0.14754 0.71533
C 0.08858 -1.59142 0.66614
H 1.21301 2.41230 -1.86216
H -1.12401 0.10489 0.97647
H 0.10237 0.11114 -0.33204
C -0.35717 -2.32357 1.91079
H -0.24388 3.14399 0.78945
O 0.59400 3.66977 0.86764
H -0.04640 2.70558 -1.31901
H 1.28070 -1.71134 0.58310
C -0.46289 -2.27148 -0.57016
H -1.44818 -2.13912 2.10452
H 0.95777 3.86942 1.72174
H -0.00496 -3.35990 1.71886
O 0.39288 2.73100 -2.22279
O -0.30517 -1.61545 -1.60370
*
```

For the energy above the lowest of the compared OMol25 structures with the same formula, charge and spin, the calculation gives 282.8 kJ/mol. The value obtained for the HOMO-LUMO gap is 9.93 eV. The SMILES is C[C@H](N)C=O.O.O. The calculated total energy comes out at -10920.074 eV.

Results of the Löwdin charge analysis, in e, for atoms 1 through 2: H 0.09; H 0.15